Record 1
Density functional theory data (ωB97M-V with the def2-TZVPD basis set) for one molecule with the formula CHCl2F.

Structure (XYZ):
```
5
Properties=species:S:1:pos:R:3:nbo_charge:R:1
F 0.110 1.299 -0.486 -0.311
C 0.003 0.102 0.074 0.148
Cl -1.419 -0.794 -0.364 -0.004
Cl 1.428 -0.853 -0.349 -0.018
H -0.122 0.245 1.125 0.184
```

Values from the calculation:
**HOMO**: -11.360 eV
**Orbital gap**: 12.257 eV

Record 2
Density functional theory data (ωB97M-V with the def2-TZVPD basis set) for one molecule with the formula C2H6N2O.

Structure (XYZ):
```
11
Properties=species:S:1:pos:R:3:nbo_charge:R:1
N 1.240 0.608 0.162 -0.848
C 0.210 -0.291 0.744 -0.332
C -0.700 -0.926 -0.255 -0.016
N -1.272 -0.297 -1.205 -0.075
O -1.271 1.116 -1.104 -0.554
H 2.086 0.048 -0.133 0.370
H 0.968 1.162 -0.613 0.372
H 0.679 -1.036 1.437 0.234
H -0.397 0.287 1.511 0.202
H -0.713 -1.992 -0.350 0.201
H -0.831 1.321 -0.192 0.445
```

Values from the calculation:
**HOMO**: -9.845 eV
**Orbital gap**: 10.642 eV

Record 3
Density functional theory data (ωB97M-V with the def2-TZVPD basis set) for a 2-piece molecular cluster, C2HCl2F3 overall.

Structure (XYZ):
```
8
Properties=species:S:1:pos:R:3:nbo_charge:R:1
C 1.190 0.086 -0.400 0.576
C -1.141 -0.233 0.397 0.072
F 1.100 1.377 -0.764 -0.334
F 1.450 -0.629 -1.466 -0.304
F -0.654 -0.412 1.738 -0.365
Cl -1.738 1.355 0.145 0.064
Cl -1.832 -1.542 -0.293 0.123
H 1.625 -0.001 0.643 0.169
```

Values from the calculation:
**HOMO (spin up / spin down)**: -8.579 / -8.698 eV
**Orbital gap (spin up / spin down)**: 8.927 / 8.604 eV

These records have ΔE to the lowest compared entry with this formula, charge and spin values of 10.1, 327.3, 59.4 kJ/mol, in the order they appear.
These records have F_max values of 1.05, 3.00, 5.49 eV Å⁻¹, in the order they appear.